A structure of composition C9H9N2O3S in a non-equilibrium geometry. Source: the OMol25 dataset; level of theory: ωB97M-V/def2-TZVPD.

Positions of all 24 atoms, in Å:
C1 1.072 -0.649 1.442
C2 0.426 0.807 -0.249
C3 0.478 0.083 2.415
C4 -0.195 1.630 0.724
C5 0.988 -0.384 0.108
C6 -0.247 1.283 2.038
C7 1.408 -1.473 -0.844
C8 0.232 -1.621 -2.805
C9 -1.097 1.999 3.066
N1 0.351 -2.487 -0.814
N2 -0.190 -2.602 -1.914
O1 -1.142 0.844 -3.892
O2 -2.677 -0.975 -3.498
O3 1.372 -0.952 -2.161
S1 -1.608 -0.169 -2.914
H1 1.818 -1.328 1.652
H2 0.261 0.866 -1.283
H3 0.418 -0.193 3.484
H4 -0.682 2.474 0.311
H5 2.530 -1.769 -0.792
H6 0.313 -1.840 -3.870
H7 -0.396 2.777 3.460
H8 -1.976 2.376 2.509
H9 -1.458 1.305 3.826

Computed properties:
- HOMO: -3.409 eV
- Total charge: -1
- Spin multiplicity: 1
- Gap between HOMO and LUMO: 0.240 hartree

Charge distribution, Mulliken scheme, values in e: atom 1 (C): -0.6046, atom 2 (C): -0.3320, atom 3 (C): -0.6788, atom 4 (C): -0.9591, atom 5 (C): -0.1360, atom 6 (C): 0.9077, atom 7 (C): 0.4223, atom 8 (C): -0.2811, atom 9 (C): -1.2393, atom 10 (N): -0.3702, atom 11 (N): -0.3246, atom 12 (O): -0.5783, atom 13 (O): -0.5805, atom 14 (O): -0.4489, atom 15 (S): 0.6339, atom 16 (H): 0.4345, atom 17 (H): 0.7632, atom 18 (H): 0.2771, atom 19 (H): 0.4128, atom 20 (H): 0.2880, atom 21 (H): 0.4549, atom 22 (H): 0.2666, atom 23 (H): 0.3246, atom 24 (H): 0.3479

***

The molecule C9H9N3. Source: the OMol25 dataset; level of theory: ωB97M-V/def2-TZVPD.

Positions of all 21 atoms, in Å:
N1 0.405 0.128 3.045
C1 -0.641 -0.401 2.148
C2 -0.634 0.195 0.766
C3 -1.296 1.361 0.499
C4 -1.280 1.954 -0.781
C5 -0.576 1.388 -1.794
C6 0.125 0.188 -1.567
N2 0.821 -0.374 -2.596
C7 1.455 -1.477 -2.331
C8 1.449 -2.071 -1.040
N3 0.787 -1.562 -0.043
C9 0.099 -0.412 -0.283
H1 0.277 1.133 3.125
H2 1.300 0.020 2.577
H3 -1.608 -0.207 2.612
H4 -0.499 -1.477 2.088
H5 -1.860 1.835 1.294
H6 -1.814 2.880 -0.940
H7 -0.536 1.832 -2.779
H8 2.023 -1.945 -3.129
H9 2.002 -2.988 -0.870

Computed properties:
- HOMO: -8.938 eV
- Spin multiplicity: 1
- Gap between HOMO and LUMO: 0.321 hartree
- SMILES string: NCc1cccc2nccnc12

Charge distribution, Mulliken scheme, values in e: atom 1 (N): -0.5961, atom 2 (C): -1.0282, atom 3 (C): 0.5106, atom 4 (C): -0.4689, atom 5 (C): -0.6116, atom 6 (C): -0.5190, atom 7 (C): 0.2797, atom 8 (N): -0.6262, atom 9 (C): -0.2191, atom 10 (C): -0.2675, atom 11 (N): -0.4555, atom 12 (C): 0.5605, atom 13 (H): 0.2791, atom 14 (H): 0.2652, atom 15 (H): 0.4616, atom 16 (H): 0.3942, atom 17 (H): 0.4238, atom 18 (H): 0.3781, atom 19 (H): 0.4394, atom 20 (H): 0.3838, atom 21 (H): 0.4161

***

A cluster of 2 separate species, C9H9N3O in total in a non-equilibrium geometry. Source: the OMol25 dataset; level of theory: ωB97M-V/def2-TZVPD.

Positions of all 22 atoms, in Å:
C1 -3.318 1.302 0.039
C2 -2.094 1.943 -0.057
C3 -3.434 -0.094 0.000
C4 -0.993 1.187 -0.114
C5 -0.750 -2.320 -0.081
C6 -2.281 -0.903 0.154
C7 -1.043 -0.222 0.071
C8 2.271 -0.336 0.529
C9 4.263 -0.083 -0.802
N1 -2.008 -2.279 0.114
N2 2.240 0.350 1.555
N3 -0.100 -1.177 -0.067
O1 2.902 -0.520 -0.542
H1 -4.124 2.002 -0.045
H2 -2.194 2.956 -0.140
H3 -4.426 -0.679 -0.089
H4 0.039 1.686 -0.332
H5 -0.288 -3.221 -0.209
H6 4.226 1.008 -0.576
H7 4.639 -0.576 -1.700
H8 4.868 -0.393 -0.029
H9 1.605 0.368 2.320

Computed properties:
- HOMO: -7.309 eV
- Spin multiplicity: 1
- Gap between HOMO and LUMO: 0.203 hartree

Charge distribution, Mulliken scheme, values in e: atom 1 (C): -0.3921, atom 2 (C): -0.5283, atom 3 (C): -0.5881, atom 4 (C): -0.2011, atom 5 (C): -0.3259, atom 6 (C): 0.3737, atom 7 (C): 0.3532, atom 8 (C): 0.7216, atom 9 (C): -0.7066, atom 10 (N): -0.7789, atom 11 (N): -0.3949, atom 12 (N): -0.2850, atom 13 (O): -0.2331, atom 14 (H): 0.3361, atom 15 (H): 0.5001, atom 16 (H): 0.2540, atom 17 (H): 0.1096, atom 18 (H): 0.5163, atom 19 (H): 0.3158, atom 20 (H): 0.2642, atom 21 (H): 0.3645, atom 22 (H): 0.3250

***

The molecule C9H9N3O2. Source: the OMol25 dataset; level of theory: ωB97M-V/def2-TZVPD.

Positions of all 23 atoms, in Å:
N1 2.723 -1.710 -0.658
C1 1.403 -1.859 -0.028
C2 0.600 -0.582 0.029
C3 1.192 0.648 0.324
C4 0.451 1.834 0.356
N2 1.091 3.064 0.605
C5 -0.926 1.825 0.118
C6 -1.513 0.603 -0.149
C7 -0.774 -0.569 -0.211
C8 -1.723 -1.665 -0.563
O1 -1.486 -2.747 -1.001
N3 -3.072 -1.157 -0.373
C9 -2.940 0.280 -0.410
O2 -3.839 1.015 -0.656
H1 2.815 -0.835 -1.151
H2 3.458 -1.795 0.025
H3 1.551 -2.243 0.981
H4 0.821 -2.599 -0.564
H5 2.251 0.705 0.535
H6 0.681 3.584 1.367
H7 2.084 2.958 0.742
H8 -1.510 2.733 0.132
H9 -3.341 -1.490 0.550

Computed properties:
- HOMO: -9.063 eV
- Spin multiplicity: 1
- Gap between HOMO and LUMO: 0.327 hartree
- SMILES string: NCc1cc(N)cc2c1C(=O)NC2=O

Charge distribution, Mulliken scheme, values in e: atom 1 (N): -0.5934, atom 2 (C): -0.7032, atom 3 (C): 0.5010, atom 4 (C): -0.4659, atom 5 (C): 0.8542, atom 6 (N): -0.5960, atom 7 (C): -0.7598, atom 8 (C): 0.1632, atom 9 (C): -0.0769, atom 10 (C): 0.0871, atom 11 (O): -0.5202, atom 12 (N): -0.3239, atom 13 (C): 0.0663, atom 14 (O): -0.5064, atom 15 (H): 0.2670, atom 16 (H): 0.2543, atom 17 (H): 0.2983, atom 18 (H): 0.4078, atom 19 (H): 0.3749, atom 20 (H): 0.2294, atom 21 (H): 0.2144, atom 22 (H): 0.5174, atom 23 (H): 0.3104

***

A cluster of 2 separate species, C9H9N3O2 in total in a non-equilibrium geometry. Source: the OMol25 dataset; level of theory: ωB97M-V/def2-TZVPD.

Positions of all 23 atoms, in Å:
C1 0.948 -0.861 -0.813
C2 1.391 -1.747 0.274
C3 2.442 -1.329 0.847
C4 2.743 0.794 -0.303
C5 -3.035 -0.657 0.331
C6 -2.864 0.396 1.235
C7 -2.023 1.362 0.831
C8 -1.761 1.459 -0.508
C9 -1.867 0.274 -1.299
H1 1.671 0.861 -1.912
H2 0.985 -2.681 0.551
H3 2.746 -1.837 1.723
H4 3.952 0.152 1.245
H5 -3.711 -1.443 0.559
H6 -3.362 0.414 2.242
H7 -1.423 2.070 1.386
H8 -1.180 2.219 -0.839
H9 -1.332 0.505 -2.384
N1 1.690 0.316 -1.017
N2 3.206 -0.221 0.543
N3 -2.490 -0.792 -0.921
O1 -0.080 -1.126 -1.494
O2 3.355 1.873 -0.278

Computed properties:
- HOMO: -8.941 eV
- Spin multiplicity: 1
- Gap between HOMO and LUMO: 0.344 hartree
- SMILES string: O=c1cc[nH]c(=O)[nH]1.c1ccncc1

Charge distribution, Mulliken scheme, values in e: atom 1 (C): 0.6711, atom 2 (C): -0.7385, atom 3 (C): -0.2289, atom 4 (C): 0.2778, atom 5 (C): -0.3297, atom 6 (C): -0.3766, atom 7 (C): -0.1779, atom 8 (C): -0.5967, atom 9 (C): 0.2435, atom 10 (H): 0.2971, atom 11 (H): 0.4557, atom 12 (H): 0.3859, atom 13 (H): 0.3058, atom 14 (H): 0.4430, atom 15 (H): 0.3132, atom 16 (H): 0.3428, atom 17 (H): 0.4817, atom 18 (H): 0.2569, atom 19 (N): 0.0228, atom 20 (N): -0.1937, atom 21 (N): -0.6022, atom 22 (O): -0.6200, atom 23 (O): -0.6332

***

A structure of composition C9H9N3O6Pd. Source: the OMol25 dataset; level of theory: ωB97M-V/def2-TZVPD.

Positions of all 28 atoms, in Å:
Pd1 0.004 0.000 0.156
O1 3.442 2.479 -1.158
C1 2.464 1.836 -0.736
O2 2.427 0.618 -0.464
C2 1.158 2.642 -0.492
C3 1.197 3.960 -0.047
C4 0.006 4.630 0.180
C5 -1.187 3.963 -0.048
C6 -1.153 2.645 -0.493
N1 0.001 2.018 -0.725
C7 -2.461 1.843 -0.739
O3 -3.436 2.490 -1.164
O4 -2.422 0.625 -0.475
H1 2.156 4.431 0.124
H2 0.008 5.658 0.537
H3 -2.142 4.440 0.123
C8 0.005 -3.490 4.444
O5 0.006 -2.120 4.151
C9 -0.010 -1.648 2.841
O6 -0.033 -0.458 2.693
N2 -0.017 -2.589 1.876
N3 -0.009 -2.312 0.492
H4 -0.006 -3.556 5.532
H5 0.910 -3.991 4.077
H6 -0.892 -3.991 4.057
H7 0.067 -3.573 2.084
H8 -0.827 -1.667 0.258
H9 0.790 -1.631 0.268

Computed properties:
- HOMO: 0.842 eV
- Total charge: -2
- Spin multiplicity: 1
- Gap between HOMO and LUMO: 0.131 hartree

Charge distribution, Mulliken scheme, values in e: atom 1 (Pd): -0.1371, atom 2 (O): -0.7614, atom 3 (C): 0.1866, atom 4 (O): -0.6233, atom 5 (C): 0.4464, atom 6 (C): -0.3608, atom 7 (C): -0.2657, atom 8 (C): -0.3620, atom 9 (C): 0.4415, atom 10 (N): -0.4634, atom 11 (C): 0.1752, atom 12 (O): -0.7626, atom 13 (O): -0.6192, atom 14 (H): 0.4001, atom 15 (H): 0.3559, atom 16 (H): 0.4037, atom 17 (C): -0.7871, atom 18 (O): -0.3423, atom 19 (C): 0.6494, atom 20 (O): -0.5638, atom 21 (N): 0.2625, atom 22 (N): -1.2054, atom 23 (H): 0.2156, atom 24 (H): 0.3199, atom 25 (H): 0.3345, atom 26 (H): 0.2382, atom 27 (H): 0.4091, atom 28 (H): 0.4154

***

The molecule C9H9N3OS in a non-equilibrium geometry. Source: the OMol25 dataset; level of theory: ωB97M-V/def2-TZVPD.

Positions of all 23 atoms, in Å:
C1 -1.528 -3.134 2.449
C2 -0.251 -1.885 0.865
C3 0.590 -0.738 0.438
C4 0.213 1.422 -0.593
C5 1.677 1.425 -0.744
C6 2.169 2.395 -1.747
C7 1.338 3.211 -2.571
C8 -0.042 3.232 -2.247
C9 -0.599 2.246 -1.383
H1 -2.755 -4.715 2.997
H2 -3.544 -3.215 2.873
H3 1.201 -1.166 -0.577
H4 1.577 -0.646 1.248
H5 2.235 0.698 -0.377
H6 3.349 2.310 -2.027
H7 1.681 4.092 -3.107
H8 -0.681 3.951 -2.622
H9 -1.682 2.380 -1.272
N1 -2.596 -3.746 3.053
N2 -0.514 -3.930 2.012
N3 0.125 -3.156 1.166
O1 -0.337 0.504 0.197
S1 -1.624 -1.534 1.969

Computed properties:
- HOMO: -8.582 eV
- Spin multiplicity: 1
- Gap between HOMO and LUMO: 0.327 hartree
- SMILES string: Nc1nnc(COc2ccccc2)s1

Charge distribution, Mulliken scheme, values in e: atom 1 (C): 0.6307, atom 2 (C): -0.1047, atom 3 (C): -0.0044, atom 4 (C): 0.6498, atom 5 (C): -0.4584, atom 6 (C): -0.2832, atom 7 (C): -0.6981, atom 8 (C): -0.2799, atom 9 (C): -0.5892, atom 10 (H): 0.2562, atom 11 (H): 0.2378, atom 12 (H): 0.3709, atom 13 (H): 0.2904, atom 14 (H): 0.5712, atom 15 (H): 0.2027, atom 16 (H): 0.3223, atom 17 (H): 0.4404, atom 18 (H): 0.3009, atom 19 (N): -0.5005, atom 20 (N): -0.5818, atom 21 (N): -0.2326, atom 22 (O): -0.3325, atom 23 (S): -0.2080

***

The molecule C9H9N3OS2 in a non-equilibrium geometry. Source: the OMol25 dataset; level of theory: ωB97M-V/def2-TZVPD.

Positions of all 24 atoms, in Å:
C1 4.172 -0.524 3.222
C2 -3.671 1.097 -1.394
C3 -3.588 -1.145 -1.259
C4 4.858 0.154 2.248
C5 -2.737 -0.016 -1.215
C6 2.723 -0.774 1.632
C7 1.061 0.903 -0.737
C8 -0.412 0.994 -1.063
C9 -1.278 0.002 -0.986
N1 2.997 -1.036 2.833
N2 -4.922 0.618 -1.509
N3 -4.846 -0.755 -1.417
O1 1.493 -0.520 -0.706
S1 3.962 0.033 0.746
S2 1.195 -1.142 0.814
H1 4.417 -0.654 4.171
H2 -3.446 2.149 -1.404
H3 -3.480 -2.252 -1.211
H4 5.707 0.696 2.328
H5 1.237 1.390 0.163
H6 1.630 1.293 -1.519
H7 -0.833 1.908 -1.308
H8 -0.718 -0.945 -0.861
H9 -5.520 -1.476 -1.568

Computed properties:
- HOMO (alpha / beta): -3.709 / -7.315 eV
- Spin multiplicity: 3
- Gap between HOMO and LUMO (alpha / beta): 0.146 / 0.136 hartree

Charge distribution, Mulliken scheme, values in e: atom 1 (C): -0.6006, atom 2 (C): -0.3734, atom 3 (C): -0.5150, atom 4 (C): -0.3265, atom 5 (C): 0.2467, atom 6 (C): 0.5657, atom 7 (C): -0.7304, atom 8 (C): -0.4192, atom 9 (C): 0.0037, atom 10 (N): -0.5060, atom 11 (N): -0.7332, atom 12 (N): 0.2013, atom 13 (O): -0.3094, atom 14 (S): -0.0673, atom 15 (S): -0.2014, atom 16 (H): 0.5547, atom 17 (H): 0.4430, atom 18 (H): 0.3780, atom 19 (H): 0.4882, atom 20 (H): 0.4131, atom 21 (H): 0.3943, atom 22 (H): 0.4479, atom 23 (H): 0.4188, atom 24 (H): 0.2269

***

The ion C9H9N4 with charge +1 in a non-equilibrium geometry. Source: the OMol25 dataset; level of theory: ωB97M-V/def2-TZVPD.

Positions of all 22 atoms, in Å:
C1 3.953 -0.493 0.104
C2 -1.745 -0.470 -0.017
C3 3.146 0.494 0.100
C4 -1.071 0.758 0.080
C5 0.788 -0.552 0.008
C6 -1.144 -1.716 -0.038
C7 2.480 1.748 -0.090
C8 -1.795 2.050 0.093
C9 -1.874 -2.957 -0.032
N1 4.612 -1.433 0.283
N2 0.196 -1.630 0.030
N3 1.032 1.785 -0.042
N4 0.317 0.717 -0.001
H1 -2.774 -0.467 0.188
H2 2.778 2.630 0.511
H3 2.728 2.001 -1.185
H4 -1.089 2.693 0.670
H5 -2.698 1.994 0.557
H6 -1.813 2.613 -0.916
H7 -2.884 -2.830 0.335
H8 -1.398 -3.772 0.471
H9 -1.748 -3.162 -1.110

Computed properties:
- HOMO (alpha / beta): -12.050 / -12.263 eV
- Total charge: +1
- Spin multiplicity: 1
- Gap between HOMO and LUMO (alpha / beta): 0.189 / 0.195 hartree

Charge distribution, Mulliken scheme, values in e: atom 1 (C): 0.5592, atom 2 (C): -0.6483, atom 3 (C): -0.0672, atom 4 (C): 0.8695, atom 5 (C): 0.5269, atom 6 (C): 0.6495, atom 7 (C): -0.4618, atom 8 (C): -1.2520, atom 9 (C): -1.2062, atom 10 (N): -0.3104, atom 11 (N): -0.3187, atom 12 (N): -1.4180, atom 13 (N): 0.7856, atom 14 (H): 0.3691, atom 15 (H): 0.4206, atom 16 (H): 0.3757, atom 17 (H): 0.3709, atom 18 (H): 0.4226, atom 19 (H): 0.2916, atom 20 (H): 0.3644, atom 21 (H): 0.3796, atom 22 (H): 0.2974

***

The molecule C9H9NO3 in a non-equilibrium geometry. Source: the OMol25 dataset; level of theory: ωB97M-V/def2-TZVPD.

Positions of all 22 atoms, in Å:
C1 2.322 -1.583 0.060
C2 1.165 -2.284 0.650
C3 2.040 -0.392 -0.486
C4 -0.085 -1.873 0.503
C5 0.658 0.084 -0.617
C6 -0.395 -0.861 -0.386
C7 0.387 1.426 -1.114
C8 -1.641 -0.765 -1.004
C9 -1.109 2.886 0.915
N1 0.834 1.683 0.188
O1 -0.086 1.989 -2.016
O2 -2.516 -1.782 -0.871
O3 0.137 2.062 1.225
H1 3.226 -2.126 0.125
H2 1.512 -3.166 1.362
H3 2.750 0.406 -0.654
H4 -0.843 -2.465 1.022
H5 -2.108 0.187 -1.359
H6 -1.891 2.155 0.849
H7 -1.006 3.566 0.128
H8 -1.237 3.386 1.832
H9 -2.116 -2.534 -0.352

Computed properties:
- HOMO (alpha / beta): -7.402 / -7.402 eV
- Spin multiplicity: 1
- Gap between HOMO and LUMO (alpha / beta): 0.261 / 0.261 hartree
- SMILES string: CON1C(=O)[C@@]12C=CC=C/C2=C\O

Charge distribution, Mulliken scheme, values in e: atom 1 (C): -0.7610, atom 2 (C): -0.3235, atom 3 (C): -0.4921, atom 4 (C): -1.2867, atom 5 (C): 1.2484, atom 6 (C): 0.6979, atom 7 (C): -0.0138, atom 8 (C): -0.0804, atom 9 (C): -0.6690, atom 10 (N): -0.2029, atom 11 (O): -0.5020, atom 12 (O): -0.4960, atom 13 (O): -0.2681, atom 14 (H): 0.4486, atom 15 (H): 0.2367, atom 16 (H): 0.3964, atom 17 (H): 0.4739, atom 18 (H): 0.3501, atom 19 (H): 0.2616, atom 20 (H): 0.3266, atom 21 (H): 0.3095, atom 22 (H): 0.3458

***

A cluster of 2 separate species, C9H9NP in total in a non-equilibrium geometry. Source: the OMol25 dataset; level of theory: ωB97M-V/def2-TZVPD.

Positions of all 20 atoms, in Å:
C1 -2.764 -1.149 0.073
C2 -2.214 -0.820 1.337
C3 -2.170 -0.688 -1.028
C4 -1.039 -0.111 1.483
C5 -1.081 0.136 -0.961
C6 -0.539 0.495 0.306
C7 2.730 2.587 0.186
C8 1.792 -3.042 -1.144
C9 0.634 1.190 0.343
N1 1.607 1.838 0.361
P1 2.190 -1.788 -0.369
H1 -3.684 -1.590 -0.006
H2 -2.796 -1.092 2.082
H3 -2.651 -0.809 -1.987
H4 -0.641 -0.043 2.514
H5 -0.517 0.523 -1.804
H6 3.099 2.868 1.189
H7 3.699 2.054 -0.152
H8 1.639 -3.854 -1.827
H9 2.706 3.292 -0.595

Computed properties:
- HOMO: -13.191 eV
- Total charge: +1
- Spin multiplicity: 1
- Gap between HOMO and LUMO: 0.315 hartree

Charge distribution, Mulliken scheme, values in e: atom 1 (C): -0.3503, atom 2 (C): -0.7169, atom 3 (C): -0.6203, atom 4 (C): -0.3249, atom 5 (C): -0.2339, atom 6 (C): 0.3421, atom 7 (C): -0.6868, atom 8 (C): -0.0002, atom 9 (C): 0.2799, atom 10 (N): 0.0977, atom 11 (P): -0.3860, atom 12 (H): 0.4709, atom 13 (H): 0.5431, atom 14 (H): 0.3918, atom 15 (H): 0.3770, atom 16 (H): 0.4296, atom 17 (H): 0.3173, atom 18 (H): 0.3029, atom 19 (H): 0.4182, atom 20 (H): 0.3488